A molecular structure, C20H28AuN3O2 at a distorted geometry, computed with ωB97M-V/def2-TZVPD.

As for the LUMO energy (spin up / spin down): -9.10 / -8.94 eV. The calculated total energy comes out at -1228.711141 Eh. For the HOMO-LUMO gap (spin up / spin down), the calculation gives 6.23 / 6.07 eV. As for the net charge: +2.

Positions of all 54 atoms, in Å:
Au -1.006 -0.078 -0.217
O -1.016 2.216 0.487
C -1.592 3.141 -0.436
C -0.598 3.587 -1.506
C 0.160 2.395 -2.106
C -0.740 1.538 -2.933
C -1.070 1.918 -4.235
C -1.869 1.099 -5.006
C -2.341 -0.085 -4.456
C -2.015 -0.375 -3.145
N -1.236 0.418 -2.415
H -0.188 2.597 0.818
H -1.946 4.017 0.117
H -2.458 2.631 -0.860
H 0.125 4.275 -1.066
H -1.139 4.119 -2.287
H 0.591 1.784 -1.309
H 0.974 2.772 -2.728
H -0.687 2.848 -4.624
H -2.120 1.369 -6.021
H -2.954 -0.766 -5.025
H -2.379 -1.273 -2.669
N -1.186 -2.384 -0.495
H -0.881 -2.844 0.358
H -0.584 -2.691 -1.251
H -2.137 -2.685 -0.684
C 3.794 -0.963 -0.420
C 3.451 -1.459 0.984
C 1.963 -1.740 0.815
O 1.467 -0.666 0.013
C 2.545 -0.160 -0.787
H 3.921 -1.811 -1.093
H 4.701 -0.366 -0.456
H 3.607 -0.673 1.723
H 4.014 -2.343 1.272
H 1.394 -1.762 1.743
H 1.820 -2.689 0.280
H 2.672 0.902 -0.547
H 2.275 -0.255 -1.842
C -2.282 -0.220 1.696
C -1.301 -0.668 2.612
C -1.170 -2.041 2.951
C -0.238 -2.457 3.866
C 0.621 -1.520 4.466
C 0.507 -0.155 4.156
C -0.428 0.255 3.245
C 1.602 -1.953 5.382
N 2.403 -2.309 6.117
H -2.592 0.810 1.782
H -3.072 -0.910 1.437
H -1.859 -2.753 2.521
H -0.155 -3.500 4.131
H 1.160 0.558 4.635
H -0.529 1.302 3.012